Entry 1:
Density functional theory data (ωB97M-V with the def2-TZVPD basis set) for an isolated molecule of CH5N3OS.

```
11
Properties=species:S:1:pos:R:3:forces:R:3
N -1.746 0.027 -0.139 -2.9316 -3.2655 -0.1924
N -0.606 -0.865 -0.142 -2.1141 -0.9544 1.0485
C 0.597 -0.361 0.065 1.2169 0.3937 0.3413
S 1.996 -1.274 -0.003 -0.4156 -0.4806 0.0993
N 0.696 0.980 0.409 -0.2442 3.4716 -4.2333
O 1.930 1.491 -0.261 0.3928 -1.3675 1.4102
H -2.083 0.134 0.882 0.5236 -0.3085 -1.9609
H -2.535 -0.696 -0.664 2.5488 3.1266 2.0235
H -0.797 -1.814 0.248 0.5934 1.0477 -0.7922
H 0.021 1.742 -0.171 1.4631 -3.3075 2.2673
H 2.527 0.636 -0.224 -1.0330 1.6443 -0.0114
```
Forces are in eV/Å.

Results
Kohn-Sham gap = 9.23 eV
lowest unoccupied orbital energy = 0.26 eV
SMILES = NNC(=S)NO
energy above the lowest of the compared OMol25 structures with the same formula, charge and spin = 304.6 kJ/mol

Entry 2:
Density functional theory data (ωB97M-V with the def2-TZVPD basis set) for a cluster of 2 separate species, C6H14N2O2 in total.

```
24
Properties=species:S:1:pos:R:3:forces:R:3
C -1.926 0.527 -2.146 -0.8355 0.1628 0.2809
C -0.389 -2.635 -0.684 -0.4497 -0.8855 -1.1349
C -1.427 -0.876 -2.070 -0.9621 -0.0129 -0.5154
O -1.296 -1.567 -3.044 0.3991 -0.1608 0.1219
N -1.197 -1.467 -0.788 1.4412 0.9425 -0.0546
H -2.973 0.471 -2.439 -0.1370 -0.2944 -0.4615
H -1.078 -0.777 -0.025 -0.0943 -0.4353 0.4174
H -0.285 -3.102 -1.659 -0.3682 0.0406 -0.1872
H -2.029 1.097 -1.226 0.7475 -0.0842 0.0778
H -1.407 1.036 -2.952 0.1392 0.1959 0.1364
H 0.629 -2.375 -0.407 0.0372 0.2506 0.8299
H -0.870 -3.359 -0.028 0.2701 0.1298 0.5921
C 0.401 2.058 0.075 -0.4277 0.0393 -0.8912
C 2.032 0.200 2.903 -0.5853 -0.6663 -0.0406
C 1.199 0.385 1.651 0.9396 0.3417 0.4506
O 0.554 -0.533 1.145 -0.5296 0.2518 -0.4231
N 1.277 1.633 1.133 -0.4985 -0.0155 -0.1051
H 1.740 2.351 1.665 0.1200 -0.1748 0.0626
H 0.793 1.962 -0.936 0.4501 -0.4897 0.0035
H 1.629 0.850 3.682 0.4005 0.1379 -0.0298
H -0.512 1.475 0.117 -0.1218 0.0007 0.1271
H 0.120 3.103 0.089 0.0744 0.2755 0.7434
H 1.936 -0.826 3.262 -0.0658 0.0994 -0.1550
H 3.082 0.367 2.682 0.0564 0.3509 0.1549
```
Forces are in eV/Å.

Results
Kohn-Sham gap (spin up / spin down) = 10.68 / 5.42 eV
lowest unoccupied orbital energy (spin up / spin down) = -3.08 / -8.33 eV
total charge = +1
energy above the lowest of the compared OMol25 structures with the same formula, charge and spin = 56.6 kJ/mol
⟨S²⟩ = 0.769
multiplicity = 2

Entry 3:
Density functional theory data (ωB97M-V with the def2-TZVPD basis set) for a cluster of 3 separate species, C6H11N in total.

```
18
Properties=species:S:1:pos:R:3:forces:R:3
C -1.827 -0.997 -0.534 -0.0681 -0.0378 -0.0165
C -0.949 0.244 -0.500 -0.0505 0.0639 0.0562
C 0.329 0.108 0.284 0.0889 -0.1669 -0.4067
C 1.146 1.310 0.344 0.0572 0.1596 -0.1050
C 1.087 -1.081 0.153 -0.2377 -0.0020 0.4912
C 0.201 0.987 1.715 -0.5745 0.3369 1.3157
N -0.333 1.254 2.718 0.6120 -0.2761 -0.8916
H -1.313 -1.838 -1.011 -0.1038 0.1364 0.0869
H -2.730 -0.789 -1.114 0.0766 -0.0644 0.0872
H -2.130 -1.299 0.474 0.0323 0.0356 -0.1320
H -1.513 1.102 -0.123 0.0300 -0.0477 -0.1083
H -0.599 0.505 -1.517 -0.0049 -0.0490 0.1503
H 0.810 2.270 -0.033 -0.1413 -0.1355 0.0429
H 2.160 1.231 0.732 -0.1879 -0.0091 -0.2635
H 1.669 0.619 -1.524 0.1974 -1.0902 0.5643
H 2.034 -1.130 0.695 -0.0337 0.1619 -0.3215
H 0.551 -2.029 0.212 0.1011 0.1642 -0.3942
H 1.507 -0.461 -1.104 0.2069 0.8202 -0.1552
```
Forces are in eV/Å.

Results
Kohn-Sham gap (spin up / spin down) = 7.91 / 7.91 eV
lowest unoccupied orbital energy (spin up / spin down) = -0.46 / -0.46 eV
energy above the lowest of the compared OMol25 structures with the same formula, charge and spin = 602.9 kJ/mol

Entry 4:
Density functional theory data (ωB97M-V with the def2-TZVPD basis set) for a structure of composition C4H4LiO2.

```
11
Properties=species:S:1:pos:R:3:forces:R:3
O 3.118 -0.103 -0.685 0.6183 -0.3094 0.5705
C 1.970 0.246 -0.397 -0.7986 -0.5605 -1.1692
C 0.730 0.364 -0.407 0.4284 0.2880 0.2747
C -0.679 0.492 -0.349 -0.3012 -0.2564 -0.0963
C -1.445 -0.670 0.224 -0.1609 -0.6468 -0.6605
H -1.165 1.101 -1.116 0.1379 -0.1368 0.0209
H -2.438 -0.826 -0.202 0.2199 -0.0477 0.1859
H -0.901 -1.530 0.618 -0.1921 0.1702 -0.1278
H 3.164 -0.861 -1.328 0.1961 0.5032 -0.0892
Li -1.079 1.257 2.704 -0.2144 0.1110 0.1699
O -1.275 0.529 0.938 0.0667 0.8852 0.9212
```
Forces are in eV/Å.

Results
Kohn-Sham gap (spin up / spin down) = 11.52 / 7.34 eV
lowest unoccupied orbital energy (spin up / spin down) = -8.65 / -12.81 eV
total charge = +2
energy above the lowest of the compared OMol25 structures with the same formula, charge and spin = 242.4 kJ/mol
⟨S²⟩ = 0.755
multiplicity = 2